1.
C34H33N5O3PbS4 | the ωB97M-V functional and the def2-TZVPD basis

## Properties
orbital gap = 6.48 eV
E_HOMO = -0.2691 Ha

Geometry as ORCA input:
```
! wB97M-V def2-TZVPD RIJCOSX def2/J DEFGRID3
* xyz 0 1
Pb -0.67 0.37 0.57
C 2.79 3.69 -3.16
C 1.94 4.25 -2.02
N 0.51 4.09 -2.23
C -0.16 5.14 -3.00
C -0.49 6.37 -2.17
C -0.20 3.05 -1.73
S 0.74 1.68 -1.20
N -1.51 3.16 -1.81
C -2.50 2.54 -1.19
O -2.45 1.76 -0.20
C -3.87 2.86 -1.71
C -4.90 1.94 -1.55
C -6.17 2.24 -2.01
C -6.43 3.47 -2.61
C -5.40 4.39 -2.76
C -4.12 4.09 -2.32
H 3.84 3.86 -2.95
H 2.54 4.17 -4.11
H 2.62 2.62 -3.25
H 2.13 5.32 -1.91
H 2.21 3.76 -1.09
H -1.07 4.72 -3.41
H 0.51 5.41 -3.82
H -1.20 6.12 -1.38
H -0.94 7.13 -2.81
H 0.40 6.80 -1.72
H -4.70 1.00 -1.05
H -6.97 1.52 -1.89
H -7.43 3.71 -2.95
H -5.60 5.35 -3.22
H -3.32 4.80 -2.42
C 2.46 -5.74 -2.34
O 2.71 -4.55 -1.62
C 2.22 -4.45 -0.36
C 1.44 -5.43 0.24
C 1.03 -5.29 1.56
C 1.41 -4.18 2.29
C 2.18 -3.20 1.70
C 2.56 -3.30 0.37
N 3.38 -2.28 -0.20
C 3.32 -1.72 -1.40
C 2.26 -1.62 -2.31
C 2.59 -1.41 -3.68
C 1.63 -1.29 -4.63
C 0.26 -1.31 -4.25
C -0.10 -1.42 -2.95
C 0.86 -1.56 -1.90
O 0.52 -1.55 -0.69
H 2.96 -5.62 -3.30
H 1.39 -5.90 -2.51
H 2.87 -6.61 -1.82
H 1.15 -6.31 -0.32
H 0.42 -6.06 2.00
H 1.10 -4.08 3.32
H 2.46 -2.31 2.25
H 4.13 -1.99 0.40
H 4.27 -1.27 -1.70
H 3.64 -1.41 -3.96
H 1.89 -1.17 -5.67
H -0.50 -1.21 -5.01
H -1.14 -1.41 -2.65
S -2.90 0.30 6.95
C -1.77 0.53 5.77
S -1.78 1.85 4.62
C -0.35 1.18 3.82
N 0.05 0.08 4.37
N -0.71 -0.27 5.45
C -0.33 -1.48 6.11
C -0.26 -1.56 7.49
C 0.13 -2.76 8.08
C 0.46 -3.85 7.29
C 0.42 -3.75 5.91
C 0.02 -2.56 5.32
S 0.39 1.94 2.47
H -0.50 -0.71 8.10
H 0.19 -2.83 9.15
H 0.75 -4.79 7.76
H 0.69 -4.59 5.29
H -0.02 -2.46 4.24
*
```

These are the Mulliken partial charges, in e, on atoms 1 to 5: number 1, Pb, carries 1.02; number 2, C, carries -0.91; number 3, C, carries -0.96; number 4, N, carries 0.24; number 5, C, carries -0.69



2.
C34H33NO3 | the ωB97M-V functional and the def2-TZVPD basis

## Properties
orbital gap = 5.34 eV
E_HOMO = -0.2392 Ha

Geometry as ORCA input:
```
! wB97M-V def2-TZVPD RIJCOSX def2/J DEFGRID3
* xyz 0 1
C 5.69 -2.29 3.74
C 5.93 -1.42 2.67
C 5.05 -0.37 2.40
C 3.91 -0.19 3.19
C 2.98 0.96 2.86
N 1.58 0.76 3.29
C 0.98 1.74 4.21
C -0.27 2.38 3.68
C -1.36 2.58 4.54
C -2.57 3.05 4.03
C -2.69 3.36 2.67
C -1.59 3.22 1.83
C -0.37 2.76 2.33
C 0.92 -0.33 2.91
C -0.42 -0.61 3.25
C -0.93 -1.88 3.22
C -2.24 -2.18 3.75
C -2.50 -3.42 4.38
C -3.75 -3.71 4.89
C -4.79 -2.78 4.77
C -4.56 -1.55 4.14
C -3.30 -1.24 3.65
C 3.68 -1.04 4.28
C 4.57 -2.08 4.56
H 6.37 -3.11 3.94
H 6.81 -1.56 2.03
H 5.23 0.32 1.57
H 3.32 1.89 3.33
H 2.99 1.12 1.77
H 0.76 1.23 5.16
H 1.75 2.50 4.40
H -1.24 2.33 5.60
H -3.42 3.18 4.71
H -3.64 3.72 2.28
H -1.66 3.48 0.77
H 0.51 2.67 1.68
H 1.49 -1.08 2.35
H -1.06 0.21 3.56
H -0.27 -2.70 2.96
H -1.68 -4.14 4.43
H -3.93 -4.67 5.38
H -5.78 -3.01 5.17
H -5.37 -0.83 4.02
H -3.11 -0.29 3.14
H 2.79 -0.89 4.90
H 4.38 -2.73 5.42
C 1.29 1.14 -1.94
C 1.24 -0.11 -1.11
O -0.12 -0.31 -0.68
C -0.29 -1.46 0.06
C -1.70 -1.66 0.30
C -2.23 -2.91 0.71
C -3.74 -3.06 0.80
C -4.64 -2.07 0.39
C -6.02 -2.25 0.55
C -6.52 -3.42 1.14
C -5.62 -4.42 1.55
C -4.25 -4.24 1.36
O -1.51 -3.86 1.09
O 0.68 -2.09 0.46
H 2.33 1.35 -2.20
H 0.73 1.01 -2.88
H 0.88 2.01 -1.41
H 1.57 -0.98 -1.69
H 1.88 -0.01 -0.22
H -2.33 -0.87 -0.07
H -4.26 -1.15 -0.06
H -6.70 -1.46 0.22
H -7.59 -3.55 1.27
H -5.98 -5.33 2.01
H -3.56 -5.02 1.67
*
```

These are the Mulliken partial charges, in e, on atoms 1 to 5: number 1, C, carries -0.42; number 2, C, carries -0.62; number 3, C, carries -0.57; number 4, C, carries 0.80; number 5, C, carries -0.82



3.
C34H33NP2PdS3 | the ωB97M-V functional and the def2-TZVPD basis

## Properties
orbital gap = 4.40 eV
E_HOMO = -0.4750 Ha

Geometry as ORCA input:
```
! wB97M-V def2-TZVPD RIJCOSX def2/J DEFGRID3
* xyz 2 1
Pd 1.37 -1.60 -0.61
S 3.69 -1.33 -0.33
C 3.90 -2.22 1.05
C 5.12 -2.08 1.80
C 5.28 -2.76 2.95
C 4.26 -3.64 3.47
C 3.10 -3.83 2.80
C 2.88 -3.17 1.54
S 1.57 -3.60 0.63
H 5.88 -1.41 1.42
H 6.20 -2.65 3.52
H 4.43 -4.15 4.40
H 2.33 -4.49 3.17
C -2.06 5.31 -0.58
S -2.60 4.24 0.76
C -3.51 3.00 -0.19
C -2.59 1.94 -0.81
C -2.05 1.03 0.28
N -0.92 0.18 -0.11
P -0.87 -1.34 -0.80
C -2.11 -2.37 -0.07
C -1.93 -2.81 1.25
C -2.92 -3.56 1.87
C -4.08 -3.87 1.17
C -4.26 -3.45 -0.14
C -3.27 -2.69 -0.77
C -1.06 -1.29 -2.58
C -0.94 -2.51 -3.27
C -0.99 -2.53 -4.65
C -1.14 -1.34 -5.35
C -1.24 -0.13 -4.68
C -1.20 -0.10 -3.29
P 0.74 0.48 0.06
C 1.25 1.94 -0.82
C 1.77 1.80 -2.11
C 2.12 2.94 -2.83
C 1.95 4.19 -2.26
C 1.44 4.32 -0.98
C 1.08 3.20 -0.25
C 1.12 0.66 1.80
C 2.34 1.25 2.15
C 2.71 1.31 3.49
C 1.87 0.79 4.46
C 0.66 0.20 4.11
C 0.28 0.13 2.78
H -1.50 6.13 -0.14
H -2.93 5.72 -1.10
H -1.42 4.79 -1.29
H -4.10 3.50 -0.95
H -4.21 2.53 0.50
H -1.76 2.44 -1.32
H -3.14 1.36 -1.56
H -2.84 0.38 0.67
H -1.71 1.65 1.11
H -1.02 -2.57 1.79
H -2.78 -3.90 2.88
H -4.85 -4.47 1.65
H -5.16 -3.70 -0.67
H -3.41 -2.36 -1.79
H -0.83 -3.44 -2.72
H -0.90 -3.47 -5.18
H -1.18 -1.36 -6.43
H -1.36 0.79 -5.23
H -1.27 0.84 -2.77
H 1.89 0.82 -2.55
H 2.52 2.84 -3.83
H 2.23 5.08 -2.82
H 1.32 5.31 -0.54
H 0.68 3.31 0.75
H 2.99 1.67 1.39
H 3.64 1.78 3.77
H 2.15 0.85 5.51
H 0.00 -0.19 4.88
H -0.66 -0.32 2.50
*
```

These are the Mulliken partial charges, in e, on atoms 1 to 5: number 1, Pd, carries -1.13; number 2, S, carries -0.24; number 3, C, carries 0.84; number 4, C, carries -0.76; number 5, C, carries -0.43



4.
C34H34BF5O2 | the ωB97M-V functional and the def2-TZVPD basis

## Properties
orbital gap = 3.79 eV
E_HOMO = -0.2220 Ha

Geometry as ORCA input:
```
! wB97M-V def2-TZVPD RIJCOSX def2/J DEFGRID3
* xyz 0 1
F 4.16 -5.02 -1.53
C 2.88 -4.76 -1.07
C 1.86 -4.65 -2.01
C 0.59 -4.33 -1.53
C 0.33 -4.13 -0.14
C -0.95 -3.55 0.21
C -1.71 -3.75 1.40
C -3.13 -3.84 1.26
C -3.98 -4.03 2.34
C -3.39 -4.13 3.60
F -4.22 -4.28 4.69
C -2.02 -4.11 3.81
C -1.19 -3.90 2.71
C 1.40 -4.36 0.76
C 2.68 -4.65 0.31
H 2.04 -4.81 -3.06
H -0.24 -4.26 -2.23
H -1.58 -3.30 -0.66
H -3.54 -3.83 0.24
H -5.05 -4.11 2.21
H -1.61 -4.27 4.80
H -0.11 -3.89 2.87
H 1.22 -4.35 1.84
H 3.50 -4.81 1.00
C -0.94 4.83 0.88
C 0.17 3.99 0.29
C 0.84 4.72 -0.88
C 1.24 3.42 1.33
C 2.47 4.29 1.52
C 0.60 3.10 2.67
O 1.66 2.17 0.74
B 0.73 1.94 -0.27
C 1.24 1.59 -1.70
C 0.43 1.82 -2.81
C 0.92 1.57 -4.09
C 2.22 1.08 -4.23
C 2.76 0.78 -5.60
F 3.91 1.48 -5.86
F 3.07 -0.56 -5.71
F 1.87 1.07 -6.59
C 3.04 0.85 -3.14
C 2.55 1.11 -1.86
C -0.18 -0.15 0.61
C 0.28 -0.96 -0.53
C -1.52 0.23 0.85
C -1.99 0.24 2.20
C -3.33 0.43 2.47
C -4.23 0.74 1.44
C -3.78 0.81 0.12
C -2.44 0.59 -0.18
O -0.40 2.78 -0.22
H -0.53 5.73 1.35
H -1.63 5.14 0.09
H -1.51 4.27 1.63
H 1.22 5.71 -0.57
H 1.67 4.14 -1.31
H 0.10 4.88 -1.68
H 2.19 5.27 1.93
H 3.15 3.80 2.23
H 3.01 4.44 0.58
H 0.33 4.02 3.21
H -0.29 2.47 2.55
H 1.32 2.54 3.29
H -0.59 2.19 -2.70
H 0.30 1.76 -4.96
H 4.06 0.48 -3.26
H 3.19 0.92 -0.99
H 0.52 -0.04 1.46
H 1.38 -0.97 -0.62
H -0.05 -1.99 -0.35
H -0.19 -0.64 -1.47
H -1.26 0.05 2.99
H -3.67 0.36 3.50
H -5.28 0.90 1.68
H -4.47 1.05 -0.67
H -2.08 0.72 -1.21
*
```

These are the Mulliken partial charges, in e, on atoms 1 to 5: number 1, F, carries -0.35; number 2, C, carries 0.44; number 3, C, carries -0.74; number 4, C, carries -0.24; number 5, C, carries 1.02



5.
C34H34Br2GeMoN2OPS4SbSe | the ωB97M-V functional and the def2-TZVPD basis

## Properties
orbital gap (spin up / spin down) = 4.77 / 4.53 eV
E_HOMO (spin up / spin down) = -0.2231 / -0.2197 Ha

Geometry as ORCA input:
```
! wB97M-V def2-TZVPD RIJCOSX def2/J DEFGRID3
* xyz 0 1
Mo 0.62 -0.60 0.80
S 2.71 -1.98 -3.40
Sb 0.87 -3.22 -2.84
S 0.38 -2.72 0.03
S 0.43 0.29 -1.61
S -1.01 -2.25 -3.65
Br 7.01 -2.97 0.85
C 5.31 -2.18 0.81
C 4.79 -1.69 -0.37
C 3.52 -1.13 -0.33
N 2.80 -1.06 0.78
C 3.31 -1.53 1.93
C 4.57 -2.10 1.99
C 2.43 -1.41 3.12
C 2.89 -1.64 4.41
C 2.02 -1.46 5.47
Br 2.61 -1.77 7.22
C 0.72 -1.05 5.23
C 0.34 -0.85 3.92
N 1.16 -1.03 2.88
H 5.30 -1.77 -1.31
H 3.05 -0.79 -1.25
H 4.97 -2.51 2.90
H 3.91 -1.93 4.59
H 0.01 -0.90 6.03
H -0.67 -0.53 3.67
O 1.35 1.39 1.27
C 0.12 1.30 1.16
C -0.83 2.41 1.00
C -1.55 2.93 2.07
C -2.47 3.94 1.84
C -2.68 4.42 0.55
C -1.96 3.89 -0.51
C -1.04 2.87 -0.30
P -0.02 2.22 -1.66
C 1.45 3.28 -1.67
C 2.71 2.71 -1.66
C 3.84 3.52 -1.67
C 3.70 4.89 -1.70
C 2.44 5.47 -1.71
C 1.31 4.67 -1.69
C -0.90 2.53 -3.19
C -2.25 2.19 -3.30
C -2.89 2.28 -4.53
C -2.18 2.70 -5.65
C -0.84 3.02 -5.55
C -0.19 2.94 -4.32
H -1.39 2.54 3.07
H -3.03 4.35 2.67
H -3.40 5.20 0.37
H -2.14 4.26 -1.51
H 2.80 1.63 -1.66
H 4.82 3.07 -1.67
H 4.58 5.52 -1.71
H 2.33 6.55 -1.73
H 0.33 5.13 -1.70
H -2.79 1.84 -2.44
H -3.93 2.01 -4.61
H -2.68 2.75 -6.61
H -0.28 3.32 -6.42
H 0.86 3.17 -4.25
C -2.85 -4.39 -0.79
Ge -2.60 -4.23 1.14
C -4.26 -4.87 1.98
C -1.16 -5.36 1.83
C -2.44 -2.41 1.96
Se -2.01 -0.75 1.04
C -2.82 -1.05 -0.69
H -2.75 -5.45 -1.04
H -2.13 -3.83 -1.38
H -3.85 -4.07 -1.07
H -4.47 -5.90 1.67
H -5.11 -4.25 1.69
H -4.18 -4.86 3.07
H -1.32 -6.39 1.50
H -1.17 -5.35 2.92
H -0.18 -5.04 1.48
H -1.67 -2.50 2.74
H -3.38 -2.20 2.47
H -3.76 -1.56 -0.54
H -2.15 -1.61 -1.34
H -2.99 -0.06 -1.12
*
```

These are the Mulliken partial charges, in e, on atoms 1 to 5: number 1, Mo, carries 0.66; number 2, S, carries -0.61; number 3, Sb, carries 0.45; number 4, S, carries -0.69; number 5, S, carries 0.02



6.
C34H34FFeN2 | the ωB97M-V functional and the def2-TZVPD basis

## Properties
orbital gap (spin up / spin down) = 2.89 / 2.85 eV
E_HOMO (spin up / spin down) = -0.0206 / -0.0744 Ha

Geometry as ORCA input:
```
! wB97M-V def2-TZVPD RIJCOSX def2/J DEFGRID3
* xyz -1 5
F 0.36 -1.78 -1.04
C 1.57 -1.49 -0.32
C 2.27 -2.83 -0.01
C 1.85 -4.05 -0.56
C 2.44 -5.23 -0.10
C 3.40 -5.18 0.91
C 3.84 -3.97 1.44
C 3.31 -2.78 0.93
C 2.43 -0.61 -1.24
C 3.62 -1.13 -1.76
C 4.47 -0.33 -2.53
C 4.09 0.97 -2.84
C 2.84 1.44 -2.43
C 1.98 0.63 -1.68
C 1.08 -0.89 1.02
C 0.28 -1.95 1.81
C 0.58 -1.72 3.27
C 1.63 -0.61 3.37
N 2.06 -0.30 1.97
C 2.44 1.05 1.71
C 1.42 2.00 1.57
C 1.57 2.98 0.58
N 2.70 3.09 -0.09
C 3.79 2.41 0.27
C 3.73 1.40 1.24
H 1.07 -4.06 -1.32
H 2.11 -6.17 -0.53
H 3.82 -6.11 1.30
H 4.55 -3.91 2.26
H 3.66 -1.80 1.27
H 3.89 -2.17 -1.56
H 5.41 -0.76 -2.88
H 4.77 1.62 -3.39
H 2.54 2.46 -2.67
H 0.98 0.97 -1.41
H 0.41 -0.07 0.73
H -0.80 -1.86 1.62
H 0.54 -2.96 1.50
H -0.34 -1.43 3.80
H 0.92 -2.62 3.79
H 1.18 0.28 3.83
H 2.48 -0.91 4.01
H 0.50 1.92 2.12
H 0.72 3.61 0.33
H 4.75 2.59 -0.23
H 4.62 0.84 1.52
C -1.85 0.75 1.34
C -3.16 0.76 0.68
C -3.52 0.21 -0.58
C -4.86 -0.36 -0.88
C -5.18 -0.08 -2.23
C -4.08 0.63 -2.85
C -3.03 0.78 -1.87
Fe -4.70 1.61 -1.24
C -4.30 3.08 0.02
C -5.69 2.70 0.08
C -6.26 2.87 -1.24
C -5.21 3.33 -2.12
C -3.99 3.44 -1.35
H -2.00 1.03 2.39
H -1.45 -0.26 1.23
H -1.07 1.41 0.94
H -4.01 0.82 1.39
H -5.42 -1.00 -0.19
H -6.08 -0.41 -2.75
H -4.05 0.97 -3.88
H -2.04 1.23 -1.98
H -3.63 3.20 0.86
H -6.24 2.44 0.98
H -7.32 2.80 -1.48
H -5.34 3.64 -3.15
H -3.04 3.85 -1.69
*
```

These are the Mulliken partial charges, in e, on atoms 1 to 5: number 1, F, carries -0.55; number 2, C, carries 2.62; number 3, C, carries -1.38; number 4, C, carries -0.19; number 5, C, carries -0.80



| no. | F_max (eV/Å) |
| --- | --- |
| 1 | 0.71 |
| 2 | 1.26 |
| 3 | 0.41 |
| 4 | 2.40 |
| 5 | 1.10 |
| 6 | 3.82 |